C5H10N | the ωB97M-V functional and the def2-TZVPD basis

Values from the calculation:
E_LUMO (eV): -3.605
HOMO (eV): -15.11
E (Eh): -250.9161
Net charge: +1
Energy relative to the best compared isomer or geometry (same formula, charge and spin) (kJ/mol): 234.2
Multiplicity: 1
HOMO-LUMO gap (eV): 11.504

Bonds (Å) are listed after each position.
Element x y z (Å)
1 C -0.1426 1.8280 1.1524  C2 1.336, H7 1.134, H8 1.101
2 C 0.0767 0.7557 0.3868  C1 1.336, C3 1.409, N5 1.388
3 C 0.8502 -0.3948 0.1328  C2 1.409, C4 1.454, N5 1.630, H9 1.169
4 C 1.8963 -0.4887 -0.8726  C3 1.454, H10 1.125, H11 1.150, H12 1.092
5 N -0.6449 -0.0928 -0.4416  C2 1.388, C3 1.630, C6 1.512, H13 0.985
6 C -1.8320 -0.8595 0.0974  N5 1.512, H14 1.059, H15 1.105, H16 1.117
7 H -1.0869 2.4557 1.1796  C1 1.134
8 H 0.6729 2.2848 1.7344  C1 1.101
9 H 0.8483 -1.3451 0.8133  C3 1.169
10 H 1.6265 0.1861 -1.7312  C4 1.125
11 H 2.2467 -1.5476 -1.1537  C4 1.150
12 H 2.7473 -0.0164 -0.3784  C4 1.092
13 H -0.8330 0.2427 -1.3487  N5 0.985
14 H -2.6144 -0.3004 -0.3454  C6 1.059
15 H -1.9229 -1.8228 -0.4374  C6 1.105
16 H -1.8882 -0.8848 1.2125  C6 1.117